This record from the OMol25 dataset describes a structure of composition C25H37CuFN4O3S2. The level of theory is ωB97M-V/def2-TZVPD.

Positions of all 73 atoms, in Å:
Cu 0.126 -0.106 0.165
S 1.298 -1.815 -0.912
S -0.303 1.360 2.099
C 1.919 -2.484 0.666
C 2.714 -0.815 -1.463
C 3.039 0.378 -0.575
N 1.808 1.124 -0.220
C 2.046 2.137 0.838
C 0.719 2.670 1.356
H 2.455 -0.470 -2.474
H 3.567 -1.498 -1.525
H 3.737 1.053 -1.097
H 3.514 0.050 0.361
H 2.658 2.963 0.436
H 2.610 1.647 1.642
H 0.124 3.100 0.538
H 0.869 3.414 2.144
C 0.746 0.920 3.506
H 1.432 1.586 -1.055
H 1.715 0.497 3.217
H 0.172 0.165 4.059
H 0.879 1.805 4.141
H 1.088 -3.068 1.085
H 2.189 -1.687 1.370
H 2.774 -3.141 0.467
C -0.609 2.619 -4.256
C -1.678 1.873 -3.940
H 0.113 2.303 -5.020
H -0.436 3.581 -3.764
H -1.978 1.003 -4.539
H -2.289 2.118 -3.059
F -3.267 -5.849 1.431
C -3.780 -4.573 1.384
C -2.891 -3.543 1.208
C -3.388 -2.238 1.055
C -2.499 -1.152 0.718
O -1.243 -1.316 0.898
C -3.097 0.053 0.218
C -4.436 0.268 0.474
N -5.229 -0.661 1.104
C -6.516 -0.307 1.549
C -6.800 1.129 1.872
C -7.401 0.501 0.658
C -4.768 -1.986 1.217
C -5.647 -3.054 1.458
C -5.178 -4.388 1.503
N -6.084 -5.444 1.665
C -7.333 -5.414 0.910
C -8.479 -5.889 1.796
N -8.100 -7.225 2.317
C -6.782 -7.365 2.987
C -5.718 -6.797 2.047
C -2.354 1.069 -0.618
O -2.975 2.099 -0.936
O -1.146 0.788 -0.989
H -1.821 -3.709 1.148
H -4.935 1.196 0.197
H -6.992 -1.026 2.208
H -7.454 1.297 2.727
H -6.018 1.870 1.707
H -6.989 0.809 -0.306
H -8.466 0.261 0.688
H -6.712 -2.860 1.588
H -7.255 -6.088 0.030
H -7.531 -4.398 0.550
H -8.644 -5.236 2.657
H -9.407 -5.995 1.228
H -8.827 -7.564 2.949
H -8.051 -7.845 1.506
H -6.606 -8.428 3.176
H -6.836 -6.828 3.939
H -5.666 -7.439 1.145
H -4.746 -6.809 2.541

Values from the calculation:
- HOMO level (alpha / beta) (eV) = -12.4929 / -12.4885
- charge = +2
- molar mass (g mol⁻¹) = 588.274
- energy above the lowest of the compared OMol25 structures with the same formula, charge and spin (kcal per mole) = 0.0
- frontier orbital gap (alpha / beta) (eV) = 7.5 / 6.9
- multiplicity = 2

***

This record from the OMol25 dataset describes a cluster of 3 separate species, C25H37F16N3O5P in total. The level of theory is ωB97M-V/def2-TZVPD.

Positions of all 87 atoms, in Å:
C 2.661 -3.779 1.552
C 2.015 -3.658 0.369
C 1.788 -2.412 -0.455
C 1.692 -1.112 0.352
C 2.950 -0.625 1.101
C 4.326 -1.050 0.551
C 5.126 0.109 -0.079
O 5.209 0.032 -1.501
C 0.554 -1.266 1.371
N -0.651 -1.019 0.562
P -2.015 -2.102 0.297
C -1.927 -3.135 1.765
O -1.579 -3.201 -0.851
C -0.257 -0.198 -0.448
N -1.155 0.339 -1.257
C -0.918 1.287 -2.315
C -0.654 2.563 -2.081
N 1.072 0.037 -0.406
C 1.866 0.423 -1.576
O 2.306 1.740 -1.386
C 2.617 2.445 -2.603
C 3.778 3.400 -2.332
H 2.147 -4.239 2.393
H 3.704 -3.524 1.721
H 1.566 -4.561 -0.044
H 2.601 -2.300 -1.187
H 0.899 -2.549 -1.070
H 2.871 -0.986 2.126
H 2.896 0.463 1.137
H 4.259 -1.828 -0.209
H 4.931 -1.465 1.356
H 6.135 0.149 0.339
H 4.651 1.065 0.137
H 5.321 -0.887 -1.766
H 0.546 -2.131 2.016
H 0.672 -0.414 2.052
H -2.370 -2.620 2.615
H -0.931 -3.515 1.986
H -2.556 -3.998 1.540
H -1.845 -2.844 -1.710
H -2.127 0.096 -1.109
H -0.973 0.889 -3.322
H -0.948 3.348 -2.762
H -0.193 2.846 -1.138
H 2.749 -0.219 -1.620
H 1.332 0.324 -2.524
H 2.855 1.743 -3.402
H 1.737 3.039 -2.857
H 4.132 3.286 -1.310
H 4.615 3.183 -2.995
H 3.492 4.436 -2.501
C -2.625 8.089 -4.643
C -2.195 9.435 -4.043
C -0.846 10.016 -4.481
F 0.167 9.191 -4.140
F -0.659 11.193 -3.850
F -2.253 9.370 -2.697
F -3.130 10.340 -4.451
O -2.404 6.925 -3.860
C -1.226 6.247 -3.867
C -0.543 6.254 -2.490
F -0.294 7.504 -2.082
F 0.638 5.588 -2.588
F -0.404 6.667 -4.839
F -1.515 4.936 -4.138
H -3.709 8.153 -4.712
H -2.256 7.968 -5.662
H -0.829 10.186 -5.560
H -1.179 5.753 -1.756
C -2.644 -7.104 6.366
C -1.815 -5.926 5.837
C -2.533 -4.596 5.585
F -3.492 -4.718 4.646
F -1.625 -3.701 5.119
F -1.146 -6.294 4.723
F -0.885 -5.649 6.797
O -3.090 -8.063 5.427
C -4.251 -7.912 4.717
C -3.994 -7.815 3.204
F -3.177 -6.777 2.920
F -5.170 -7.608 2.574
F -4.981 -6.871 5.161
F -4.986 -9.029 4.904
H -1.954 -7.658 7.001
H -3.452 -6.761 7.013
H -2.976 -4.205 6.503
H -3.542 -8.739 2.842

Values from the calculation:
- HOMO level (eV) = -11.1534
- charge = +1
- molar mass (g mol⁻¹) = 794.529
- frontier orbital gap (eV) = 8.9
- multiplicity = 1

***

This record from the OMol25 dataset describes a structure of composition C25H37KN10O2S2Se2. The level of theory is ωB97M-V/def2-TZVPD.

Positions of all 79 atoms, in Å:
K -0.124 0.325 0.217
N 3.779 -1.627 2.300
C 3.127 -1.090 1.197
S 3.367 0.582 0.870
N 2.459 -1.956 0.495
N 1.603 -1.517 -0.452
C 1.451 -2.215 -1.518
C 2.338 -3.350 -1.877
C 3.721 -3.181 -1.891
C 4.551 -4.241 -2.221
C 4.011 -5.483 -2.531
C 2.635 -5.659 -2.510
C 1.803 -4.597 -2.187
C 0.351 -1.811 -2.432
C 0.344 -2.190 -3.774
C -0.662 -1.724 -4.601
C -1.643 -0.899 -4.077
C -1.573 -0.593 -2.726
N -0.614 -1.035 -1.927
H 4.042 -0.925 2.974
H 3.328 -2.447 2.680
H 4.135 -2.215 -1.637
H 5.625 -4.100 -2.226
H 4.662 -6.312 -2.782
H 2.208 -6.629 -2.735
H 0.730 -4.734 -2.146
H 1.131 -2.822 -4.162
H -0.671 -1.994 -5.650
H -2.439 -0.500 -4.690
H -2.317 0.047 -2.263
O -2.578 4.018 3.598
C -2.454 2.605 3.798
C -3.566 1.814 3.102
C -4.873 2.003 3.876
O -5.296 3.364 3.946
C -3.782 2.294 1.655
Se -2.169 2.685 0.568
C -3.191 0.333 3.084
Se -2.758 -0.539 4.817
H -2.354 4.141 2.658
H -2.490 2.424 4.872
H -1.483 2.266 3.427
H -4.739 1.592 4.882
H -5.681 1.447 3.389
H -4.480 3.894 3.934
H -4.369 3.211 1.668
H -4.364 1.540 1.122
H -2.317 0.231 2.436
H -4.009 -0.224 2.616
C -4.529 -3.555 2.801
N -3.755 -3.848 1.611
C -2.444 -3.613 1.404
N -1.769 -2.920 2.327
S -1.705 -4.224 0.005
H -5.551 -3.310 2.509
H -4.135 -2.697 3.347
H -4.553 -4.411 3.482
H -4.155 -4.455 0.912
H -2.205 -2.406 3.100
H -0.840 -2.630 2.066
C 4.659 3.909 -0.049
C 4.307 4.774 -1.254
C 5.078 4.331 -2.492
C 2.798 4.802 -1.498
N 2.238 3.516 -1.862
C 1.641 2.593 -1.107
N 1.256 1.605 -1.874
N 1.635 1.942 -3.120
N 2.225 3.079 -3.130
H 5.730 3.951 0.154
H 4.403 2.863 -0.224
H 4.132 4.234 0.849
H 4.573 5.815 -1.033
H 4.879 3.283 -2.715
H 6.150 4.443 -2.325
H 4.801 4.916 -3.371
H 2.549 5.495 -2.303
H 2.279 5.124 -0.593
H 1.509 2.675 -0.041

Values from the calculation:
- HOMO level (eV) = -1.3609
- charge = -2
- molar mass (g mol⁻¹) = 770.791
- energy above the lowest of the compared OMol25 structures with the same formula, charge and spin (kcal per mole) = 7.3
- frontier orbital gap (eV) = 5.3
- multiplicity = 1

***

What total energy values result from the calculations? In sequence: -107641.6318 -93992.7112 -214212.1927 eV.